Computed, not measured: 2 unconnected molecules or ions with the total composition C3H7N2Si at a distorted geometry, with the ωB97M-V functional and the def2-TZVPD basis.

The value obtained for the max |F| is 5.617 eV/Å. As for the lowest unoccupied orbital energy: -4.056 eV. The energy above the lowest of the compared OMol25 structures with the same formula, charge and spin comes out at 46.5 kcal/mol.

ORCA input file:
```
! RIJCOSX wB97M-V def2-TZVPD def2/J DEFGRID3
* xyz 1 1
C -0.08 -1.67 -0.85
C 0.18 -0.43 -1.17
C -0.32 -0.38 0.93
N -0.41 -1.63 0.56
N -0.02 0.39 -0.11
Si 0.13 2.22 0.05
H 0.14 -2.67 -1.40
H 0.52 -0.05 -2.11
H -0.55 -0.09 1.90
H -0.69 -2.48 1.15
H 0.84 2.40 -1.14
H 1.45 1.67 1.48
H -1.19 2.73 0.73
*
```